[1]
DFT (the ωB97M-V functional and the def2-TZVPD basis) results for one molecule with the formula C27H31N3O3.

XYZ file:
```
64
C27H31N3O3 the ωB97M-V functional and the def2-TZVPD basis
C -5.877 -3.846 0.231
C -5.229 -2.857 -0.734
O -4.912 -1.625 -0.122
C -5.900 -0.723 0.160
C -7.224 -0.847 -0.245
C -8.146 0.140 0.061
C -7.765 1.260 0.775
C -6.449 1.384 1.185
C -5.510 0.409 0.892
C -4.085 0.587 1.342
N -3.481 1.744 0.689
C -2.175 2.083 1.211
C -1.061 1.117 0.780
H -1.259 0.116 1.169
H -0.103 1.449 1.184
C -1.011 1.044 -0.748
C -2.391 0.664 -1.284
C -3.440 1.652 -0.756
H -4.432 1.366 -1.112
H -3.217 2.654 -1.139
H -2.634 -0.348 -0.960
H -2.379 0.677 -2.374
H -0.729 2.024 -1.161
O -0.099 0.049 -1.198
C 1.233 0.285 -1.204
C 2.024 -0.779 -1.651
C 3.395 -0.671 -1.706
C 4.024 0.512 -1.320
C 3.233 1.578 -0.902
C 1.858 1.473 -0.833
H 1.288 2.325 -0.497
H 3.722 2.500 -0.627
C 5.496 0.717 -1.362
O 6.001 1.821 -1.465
N 6.243 -0.415 -1.290
H 5.805 -1.285 -1.035
C 7.690 -0.377 -1.264
C 8.218 -0.457 0.147
N 8.829 -1.580 0.493
C 9.288 -1.694 1.728
C 9.155 -0.701 2.685
C 8.507 0.472 2.325
C 8.029 0.600 1.033
H 7.522 1.493 0.702
H 8.381 1.273 3.040
H 9.547 -0.840 3.680
H 9.784 -2.629 1.954
H 8.086 -1.213 -1.845
H 7.984 0.573 -1.719
H 3.969 -1.504 -2.083
H 1.526 -1.686 -1.957
H -2.232 2.120 2.302
H -1.932 3.089 0.850
H -3.535 -0.346 1.165
H -4.076 0.793 2.417
H -6.127 2.254 1.737
H -8.485 2.028 1.013
H -9.169 0.025 -0.266
H -7.554 -1.704 -0.811
H -4.263 -3.247 -1.069
H -5.859 -2.703 -1.619
H -5.221 -4.014 1.082
H -6.825 -3.464 0.601
H -6.049 -4.792 -0.275
```

LUMO: 0.756 eV
HOMO: -0.3098 Eh
Total energy: -1437.46512 a.u.
Maximum force: 0.50 eV Å⁻¹
ΔE to the lowest compared entry with this formula, charge and spin: 2.528 eV
Orbital gap: 9.19 eV
SMILES string: CCOc1ccccc1CN1CCC(Oc2ccc(C(=O)NCc3ccccn3)cc2)CC1

These are the Löwdin partial charges, in e, on atoms 1 to 2: atom 1 (C): -0.06, atom 2 (C): -0.24

[2]
DFT (the ωB97M-V functional and the def2-TZVPD basis) results for one molecule with the formula C27H31N3O5.

XYZ file:
```
66
C27H31N3O5 the ωB97M-V functional and the def2-TZVPD basis
C -8.283 -1.204 1.303
H -7.224 -1.430 1.380
C -8.502 0.276 1.015
H -8.083 0.873 1.829
C -7.884 0.730 -0.308
C -6.356 0.713 -0.315
O -5.932 -0.621 -0.537
C -4.631 -0.989 -0.470
C -4.426 -2.368 -0.544
C -3.167 -2.921 -0.495
C -2.044 -2.103 -0.377
C -2.243 -0.721 -0.303
C -3.502 -0.150 -0.347
O -3.707 1.208 -0.281
C -2.595 2.052 -0.114
H -3.003 3.061 -0.073
H -1.898 1.981 -0.955
H -2.061 1.840 0.817
H -1.379 -0.086 -0.201
C -0.726 -2.693 -0.328
C 0.441 -2.029 -0.371
C 1.712 -2.738 -0.284
O 1.830 -3.948 -0.312
N 2.877 -1.977 -0.198
C 3.088 -0.639 -0.035
N 2.108 0.136 0.213
C 2.089 1.505 0.281
C 1.087 2.080 1.064
C 0.860 3.443 1.053
C 1.618 4.261 0.234
C 2.632 3.710 -0.534
C 2.890 2.349 -0.502
N 3.971 1.861 -1.265
C 4.851 0.886 -0.902
C 4.520 -0.231 -0.190
C 5.545 -1.134 0.335
O 5.448 -2.343 0.434
O 6.620 -0.463 0.789
C 7.672 -1.243 1.356
C 8.594 -1.810 0.286
H 9.013 -1.008 -0.319
H 8.042 -2.491 -0.357
H 9.405 -2.356 0.758
H 7.234 -2.058 1.943
H 8.207 -0.556 2.015
C 6.227 1.104 -1.462
H 6.778 0.174 -1.548
H 6.788 1.774 -0.811
H 6.159 1.560 -2.450
H 4.364 2.574 -1.866
H 3.234 4.349 -1.167
H 1.432 5.323 0.193
H 0.077 3.864 1.665
H 0.490 1.421 1.674
H 3.724 -2.551 -0.141
H 0.498 -0.958 -0.449
H -0.688 -3.773 -0.251
H -3.048 -3.992 -0.552
H -5.303 -2.988 -0.638
H -5.981 1.358 -1.117
H -5.968 1.084 0.640
H -8.209 1.751 -0.517
H -8.236 0.087 -1.116
H -9.576 0.477 0.980
H -8.766 -1.483 2.237
H -8.702 -1.810 0.503
```

LUMO: -0.011 eV
HOMO: -0.2808 Eh
Total energy: -1587.91879 a.u.
Maximum force: 0.93 eV Å⁻¹
ΔE to the lowest compared entry with this formula, charge and spin: 3.120 eV
Orbital gap: 7.63 eV
SMILES string: CCCCOc1ccc(/C=C/C(=O)NC2=Nc3ccccc3NC(C)=C2C(=O)OCC)cc1OC

These are the Löwdin partial charges, in e, on atoms 1 to 2: atom 1 (C): -0.11, atom 2 (H): 0.06

[3]
DFT (the ωB97M-V functional and the def2-TZVPD basis) results for C27H31N4O2PPdS2Se as an isolated structure at a distorted geometry.

XYZ file:
```
69
C27H31N4O2PPdS2Se the ωB97M-V functional and the def2-TZVPD basis
Pd 0.288 0.455 0.306
C 2.929 -2.862 1.218
C 2.427 -1.540 0.690
N 1.204 -1.182 0.964
N 0.505 -2.023 1.811
C -0.753 -1.782 1.909
S -1.587 -0.512 1.097
S -1.677 -2.894 2.940
C -2.570 -3.763 1.593
C -1.626 -4.512 0.698
C -1.079 -3.892 -0.424
C -0.155 -4.554 -1.220
C 0.229 -5.851 -0.906
C -0.316 -6.479 0.206
C -1.234 -5.812 1.003
C 3.358 -0.730 -0.089
C 4.730 -1.051 -0.004
C 5.700 -0.368 -0.693
C 5.326 0.689 -1.527
C 4.005 1.041 -1.640
C 2.978 0.358 -0.940
O 1.759 0.753 -1.141
H 2.108 -3.513 1.487
H 3.534 -2.693 2.112
H 3.554 -3.345 0.470
H -3.163 -3.038 1.038
H -3.253 -4.438 2.109
H -1.376 -2.876 -0.659
H 0.268 -4.056 -2.084
H 0.950 -6.371 -1.526
H -0.023 -7.492 0.453
H -1.645 -6.302 1.880
H 5.047 -1.852 0.650
H 6.741 -0.644 -0.584
H 6.079 1.243 -2.077
H 3.700 1.870 -2.268
C -2.727 1.885 -2.927
P -1.070 1.420 -2.383
C 0.096 2.340 -3.401
C -0.868 -0.320 -2.805
O -0.932 1.727 -0.917
H -2.825 1.781 -4.009
H -2.921 2.918 -2.640
H -3.455 1.243 -2.431
H -0.056 2.121 -4.459
H 1.094 2.035 -3.083
H -0.035 3.409 -3.231
H -1.133 -0.484 -3.851
H -1.521 -0.907 -2.158
H 0.169 -0.605 -2.619
C -1.012 1.978 3.610
N -0.827 2.856 2.474
C 0.291 2.915 1.701
Se 1.908 2.142 2.014
N 0.058 3.855 0.750
C -1.225 4.355 0.860
C -1.942 5.269 0.114
C -3.244 5.543 0.523
C -3.800 4.918 1.634
C -3.079 3.991 2.381
C -1.786 3.724 1.974
H -0.107 1.392 3.727
H -1.852 1.310 3.430
H -1.183 2.565 4.514
H 0.694 3.977 -0.019
H -1.510 5.754 -0.752
H -3.836 6.257 -0.035
H -4.816 5.156 1.922
H -3.513 3.496 3.240
```

LUMO: 0.241 eV
HOMO: -0.2494 Eh
Total energy: -5084.10742 a.u.
Maximum force: 2.32 eV Å⁻¹
ΔE to the lowest compared entry with this formula, charge and spin: 0.146 eV
Orbital gap: 7.03 eV

These are the Löwdin partial charges, in e, on atoms 1 to 2: atom 1 (Pd): 0.66, atom 2 (C): -0.02

[4]
DFT (the ωB97M-V functional and the def2-TZVPD basis) results for C27H31N5O4PPtS as an isolated structure at a distorted geometry.

XYZ file:
```
70
C27H31N5O4PPtS the ωB97M-V functional and the def2-TZVPD basis
Pt -0.297 0.307 0.591
S -2.740 -4.309 6.251
N -2.242 -4.646 4.760
C -1.933 -3.500 4.183
C -1.434 -3.340 2.840
C -1.218 -4.422 1.982
C -0.722 -4.174 0.725
C -0.439 -2.860 0.362
N -0.639 -1.827 1.165
C -1.149 -2.043 2.394
C -1.414 -0.885 3.244
N -1.223 0.337 2.722
C -1.476 1.410 3.453
C -1.936 1.340 4.764
C -2.147 0.100 5.323
C -1.892 -1.039 4.556
C -2.134 -2.376 5.034
N -2.588 -2.708 6.228
H -1.450 -5.419 2.330
H -0.538 -4.976 0.025
H -0.034 -2.638 -0.613
H -1.319 2.370 2.978
H -2.123 2.248 5.318
H -2.522 -0.015 6.331
C 0.933 4.004 -1.915
C 1.498 3.338 -0.663
P 0.289 2.570 0.494
C -1.195 3.655 0.489
C -1.091 5.071 1.053
C 1.314 2.717 2.046
C 1.383 4.044 2.802
H 1.754 4.372 -2.530
H 0.298 4.854 -1.666
H 0.347 3.297 -2.497
H 2.061 4.064 -0.071
H 2.192 2.543 -0.951
H -2.002 3.092 0.964
H -1.450 3.696 -0.568
H -1.040 5.084 2.139
H -1.980 5.630 0.760
H -0.224 5.600 0.657
H 2.317 2.452 1.696
H 1.019 1.923 2.733
H 1.561 4.886 2.135
H 2.204 4.000 3.518
H 0.468 4.238 3.360
O 1.550 -1.201 -3.634
C 1.576 -0.999 -2.443
O 0.447 -0.851 -1.725
C 2.828 -0.929 -1.645
C 4.012 -1.358 -2.239
C 5.201 -1.302 -1.530
C 5.213 -0.798 -0.237
C 4.035 -0.365 0.356
C 2.842 -0.444 -0.342
H 3.973 -1.733 -3.252
H 6.116 -1.658 -1.983
H 6.143 -0.740 0.314
H 4.048 0.024 1.367
H 1.912 -0.116 0.126
N -2.013 -0.887 -3.453
C -2.767 0.284 -2.998
C -1.993 0.871 -1.786
O -1.296 1.870 -1.956
O -2.135 0.176 -0.717
H -2.568 -1.729 -3.494
H -0.356 -0.923 -2.384
H -1.545 -0.749 -4.339
H -3.763 -0.001 -2.665
H -2.830 1.057 -3.760
```

<S²>: 2.007
LUMO (alpha / beta): -3.563 / -4.199 eV
HOMO (alpha / beta): -0.3931 / -0.4260 Eh
Total energy: -2480.93681 a.u.
Total charge: +1
Maximum force: 1.53 eV Å⁻¹
Orbital gap (alpha / beta): 7.13 / 7.39 eV
Multiplicity: 3

These are the Löwdin partial charges, in e, on atoms 1 to 2: atom 1 (Pt): 1.06, atom 2 (S): 1.07

[5]
DFT (the ωB97M-V functional and the def2-TZVPD basis) results for one molecule with the formula C27H31N7O4S at a distorted geometry.

XYZ file:
```
70
C27H31N7O4S the ωB97M-V functional and the def2-TZVPD basis
C -0.776 3.697 4.662
C -1.048 2.743 3.506
C 0.236 2.392 2.757
C -0.030 1.559 1.504
N -0.650 0.275 1.796
C -1.950 0.090 1.496
O -2.645 0.944 0.981
C -2.479 -1.316 1.741
H -1.689 -2.040 1.927
H -3.190 -1.314 2.566
S -3.410 -1.822 0.262
C -2.346 -1.146 -0.935
N -1.039 -1.071 -0.874
N -0.621 -0.421 -1.972
C -1.667 -0.123 -2.698
N -2.802 -0.561 -2.074
C -4.176 -0.345 -2.415
H -4.252 0.534 -3.052
H -4.739 -0.185 -1.494
H -4.582 -1.211 -2.940
C -1.615 0.606 -3.957
C -0.840 1.756 -4.033
C -0.766 2.480 -5.209
C -1.469 2.048 -6.319
C -2.226 0.889 -6.269
C -2.302 0.150 -5.095
O -2.984 -1.022 -4.962
C -3.631 -1.559 -6.090
H -4.064 -2.502 -5.759
H -2.926 -1.753 -6.904
H -4.430 -0.901 -6.448
H -2.750 0.567 -7.155
H -1.426 2.608 -7.241
H -0.168 3.376 -5.256
H -0.303 2.070 -3.152
C 0.137 -0.657 2.523
C 1.178 -1.313 1.892
N 1.371 -1.178 0.570
H 2.106 -1.689 0.115
H 0.551 -0.950 0.001
N 2.044 -2.089 2.630
C 1.889 -2.281 3.998
O 2.666 -2.942 4.648
N 0.788 -1.692 4.543
C -0.151 -0.868 3.909
O -1.097 -0.433 4.536
H 0.645 -1.854 5.534
C 3.187 -2.732 2.001
C 4.164 -1.741 1.421
C 4.767 -1.978 0.193
C 5.675 -1.074 -0.328
C 5.983 0.081 0.370
C 5.385 0.324 1.596
C 4.483 -0.584 2.121
H 4.027 -0.399 3.082
H 5.625 1.221 2.146
H 6.688 0.788 -0.038
H 6.140 -1.271 -1.283
H 4.531 -2.880 -0.357
H 2.842 -3.439 1.237
H 3.673 -3.304 2.800
H -0.719 2.090 0.844
H 0.907 1.370 0.971
H 0.908 1.845 3.423
H 0.744 3.309 2.448
H -1.498 1.828 3.893
H -1.757 3.198 2.811
H -0.088 3.245 5.373
H -1.700 3.932 5.185
H -0.338 4.626 4.301
```

LUMO: 0.517 eV
HOMO: -0.2984 Eh
Total energy: -2130.00524 a.u.
Maximum force: 1.06 eV Å⁻¹
Orbital gap: 8.64 eV
SMILES string: CCCCN(C(=O)CSc1nnc(-c2ccccc2OC)n1C)c1c(N)n(Cc2ccccc2)c(=O)[nH]c1=O

These are the Löwdin partial charges, in e, on atoms 1 to 2: atom 1 (C): -0.11, atom 2 (C): -0.26

[6]
DFT (the ωB97M-V functional and the def2-TZVPD basis) results for C27H31NO4 as an isolated structure at a distorted geometry.

XYZ file:
```
63
C27H31NO4 the ωB97M-V functional and the def2-TZVPD basis
C -5.086 -1.832 -3.061
C -4.983 -0.317 -3.251
C -4.027 0.362 -2.265
N -2.751 -0.358 -2.123
C -1.581 0.286 -2.054
C -0.357 -0.354 -1.970
C 0.809 0.235 -1.374
C 2.123 -0.382 -1.702
C 3.280 0.375 -1.535
C 4.536 -0.192 -1.663
C 4.648 -1.543 -2.042
C 3.498 -2.281 -2.331
C 2.240 -1.699 -2.190
C -2.875 -1.786 -1.832
C -3.730 -2.499 -2.879
H -5.710 -2.037 -2.187
H -5.592 -2.269 -3.932
H -4.652 -0.091 -4.271
H -5.979 0.136 -3.141
H -3.820 1.391 -2.589
H -4.513 0.406 -1.279
H -1.641 1.385 -2.070
H -0.274 -1.304 -2.530
H 0.783 1.352 -1.413
H 3.174 1.429 -1.206
H 5.417 0.403 -1.452
H 5.633 -1.997 -2.134
H 3.573 -3.321 -2.653
H 1.346 -2.308 -2.401
H -1.878 -2.233 -1.773
H -3.350 -1.891 -0.844
H -3.862 -3.542 -2.569
H -3.186 -2.518 -3.827
C -0.881 1.939 2.856
C -1.124 1.927 1.344
C -2.401 2.626 0.894
O -0.021 2.571 0.670
C 1.201 1.946 0.674
O 2.232 2.617 0.728
C 1.194 0.432 0.494
C 2.351 -0.164 1.308
C 2.577 0.097 2.844
C 2.226 -0.862 3.801
C 2.550 -0.705 5.157
C 3.290 0.410 5.572
C 3.683 1.365 4.624
C 3.330 1.193 3.277
C -0.116 -0.236 0.887
O -0.219 -1.454 1.052
O -1.236 0.552 0.897
H 0.042 1.427 3.112
H -0.849 2.970 3.185
H -1.726 1.454 3.329
H -2.481 2.583 -0.198
H -3.263 2.123 1.348
H -2.374 3.673 1.217
H 2.268 -1.255 1.175
H 3.260 0.202 0.803
H 1.653 -1.746 3.481
H 2.210 -1.439 5.896
H 3.551 0.542 6.636
H 4.239 2.253 4.940
H 3.624 1.952 2.539
```

LUMO: 0.475 eV
HOMO: -0.2758 Eh
Total energy: -1403.11868 a.u.
Maximum force: 3.62 eV Å⁻¹
ΔE to the lowest compared entry with this formula, charge and spin: 1.573 eV
Orbital gap: 7.98 eV

These are the Löwdin partial charges, in e, on atoms 1 to 2: atom 1 (C): -0.21, atom 2 (C): -0.18

[7]
DFT (the ωB97M-V functional and the def2-TZVPD basis) results for C27H32AsCl2N6O7Rb as an isolated structure.

XYZ file:
```
76
C27H32AsCl2N6O7Rb the ωB97M-V functional and the def2-TZVPD basis
Rb -0.721 -1.121 -0.304
O 2.179 -2.438 1.384
C 1.455 -2.020 2.395
O 1.470 -0.898 2.855
C 0.494 -3.089 2.889
O -0.452 -3.247 1.860
C -1.329 -4.334 2.080
C -2.219 -4.570 0.851
O -2.635 -5.731 0.701
O -2.442 -3.568 0.121
H 2.458 -1.641 0.792
H 0.023 -2.749 3.817
H 1.034 -4.029 3.069
H -1.972 -4.138 2.950
H -0.756 -5.247 2.274
Cl 4.890 -0.052 0.914
C 4.022 0.909 -0.257
C 4.590 2.116 -0.674
C 3.948 2.908 -1.579
Cl 4.694 4.417 -2.073
C 2.696 2.523 -2.117
C 1.959 3.293 -3.046
C 0.760 2.832 -3.506
C 0.289 1.591 -3.034
N 0.936 0.862 -2.161
C 2.128 1.297 -1.693
C 2.786 0.433 -0.718
O 2.238 -0.647 -0.343
H 5.544 2.418 -0.264
H 2.356 4.244 -3.375
H 0.157 3.398 -4.203
H -0.664 1.207 -3.379
C -1.866 -6.485 -2.732
C -1.223 -5.178 -3.062
C -0.303 -4.803 -4.026
C -0.078 -3.428 -3.801
N -0.806 -3.001 -2.780
N -1.502 -4.070 -2.360
C 0.831 -2.484 -4.520
H -1.167 -7.306 -2.894
H -2.744 -6.663 -3.358
H -2.187 -6.496 -1.688
H 0.150 -5.436 -4.772
H -2.055 -3.984 -1.486
H 1.835 -2.901 -4.617
H 0.901 -1.551 -3.961
H 0.465 -2.259 -5.525
C -3.112 3.074 3.563
C -1.887 3.162 2.660
As -0.851 1.489 2.692
C 0.210 1.748 4.359
C 0.318 3.158 4.926
C 0.512 1.948 1.344
C 1.375 3.182 1.563
H -3.708 3.989 3.519
H -2.836 2.904 4.609
H -3.752 2.244 3.257
H -1.267 4.020 2.924
H -2.199 3.285 1.622
H 1.193 1.333 4.130
H -0.232 1.079 5.101
H 0.764 3.849 4.210
H 0.938 3.172 5.829
H -0.660 3.562 5.196
H -0.050 2.035 0.410
H 1.140 1.061 1.261
H 0.771 4.086 1.680
H 2.043 3.337 0.711
H 2.004 3.075 2.450
O -2.391 1.418 -0.227
N -2.467 1.581 -1.465
C -2.944 2.759 -1.896
C -3.383 3.790 -1.016
N -3.747 4.631 -0.316
C -2.965 2.977 -3.300
N -2.985 3.167 -4.439
```

LUMO: 3.944 eV
HOMO: -0.1038 Eh
Total energy: -5083.66809 a.u.
Total charge: -2
Maximum force: 0.13 eV Å⁻¹
ΔE to the lowest compared entry with this formula, charge and spin: 0.000 eV
Orbital gap: 6.77 eV

These are the Löwdin partial charges, in e, on atoms 1 to 2: atom 1 (Rb): 0.78, atom 2 (O): 0.08